[1]
Density functional theory data (wB97M-V/def2-TZVPD) for a molecular structure, C15H21Cl3N6O3PdSSi.

Computed properties:
2S+1 ... 1
F_max ... 1.57 eV Å⁻¹
Frontier orbital gap ... 8.5 eV
LUMO ... 0.0 eV
Energy relative to the best compared isomer or geometry (same formula, charge and spin) ... 0.0 kJ/mol

The geometry in XYZ format:
```
51
Properties=species:S:1:pos:R:3:mulliken_charge:R:1
Cl 2.900 -3.834 -3.919 -0.2894
C -1.108 -1.434 3.932 -1.1492
C 1.934 0.027 -2.570 0.2662
C -0.169 1.341 0.109 -0.2866
S -0.691 0.575 -2.463 1.6061
Si 2.009 -3.029 -2.254 0.6330
H -3.520 0.177 0.918 0.3621
Cl 3.262 -3.409 -0.677 -0.2985
C -0.258 2.208 1.179 -0.6812
H -1.078 -0.590 4.625 0.3024
C -3.046 -0.347 1.752 -1.1529
H -2.412 0.361 2.275 0.3998
H 5.572 0.753 -3.302 0.3864
C -0.922 -1.621 1.485 0.2322
H -2.042 4.695 -0.280 0.3013
Pd 0.049 -2.193 -2.109 0.5074
H -3.838 -0.687 2.429 0.2870
C 3.579 1.534 -2.975 -0.1857
H -1.849 3.156 -2.206 0.4910
Cl 0.410 -4.577 -1.972 -0.3397
H 1.414 -2.053 3.008 0.3475
H 1.263 -0.395 3.631 0.3312
C -0.938 3.423 1.053 1.1100
H 3.852 2.577 -3.091 0.4276
H 0.193 1.939 2.127 0.2395
H 0.351 0.397 0.206 0.1387
N 2.795 -1.029 -2.720 -0.0748
C 4.537 0.536 -3.095 -0.8374
H -1.284 5.228 1.940 0.2317
N -2.255 -1.439 1.223 0.4243
O -0.164 -2.157 0.685 -0.5680
O -1.686 -0.472 -2.273 -0.6890
N -0.447 -1.092 2.683 0.3828
H -0.381 4.163 2.869 0.2319
N 0.645 -0.283 -2.259 -0.1951
N -1.076 4.265 2.148 -0.5537
C -2.885 -2.240 0.190 -1.0187
C -1.421 2.892 -1.249 -0.6282
C 4.083 -0.753 -2.964 0.1427
H -0.607 -2.285 4.408 0.3534
H -3.667 -2.873 0.618 0.3341
C 1.000 -1.059 2.807 -0.9969
H -2.143 -1.709 3.769 0.3977
H 1.447 -0.691 1.888 0.2569
H -2.139 -2.874 -0.281 0.2314
C -1.519 3.752 -0.173 -0.8246
H -3.322 -1.592 -0.570 0.3092
O -0.724 1.341 -3.672 -0.7382
C -0.749 1.684 -1.107 -0.0600
N 2.304 1.300 -2.715 -0.4782
H 4.740 -1.607 -3.061 0.3805
```

***

[2]
Density functional theory data (wB97M-V/def2-TZVPD) for a molecular structure, C15H21Cl3N6O3PdSSi.

Computed properties:
2S+1 ... 1
F_max ... 3.40 eV Å⁻¹
Frontier orbital gap (alpha / beta) ... 5.5 / 5.6 eV
LUMO (alpha / beta) ... -2.6 / -2.6 eV
Energy relative to the best compared isomer or geometry (same formula, charge and spin) ... 316.6 kJ/mol

The geometry in XYZ format:
```
51
Properties=species:S:1:pos:R:3:mulliken_charge:R:1
H -0.852 -5.031 -1.428 0.4267
H -0.704 6.433 -1.388 0.3734
N -2.134 -1.626 -0.427 -0.2822
C 3.040 -4.554 -0.543 -0.7714
O 1.701 -1.006 -2.628 -0.7537
H 3.300 -5.419 -1.136 0.2918
Si 1.189 1.710 2.694 0.2933
S 1.515 -0.898 -1.213 1.7290
N -0.484 4.722 -0.239 0.3534
H -1.298 1.365 -1.839 0.2695
C 2.216 -2.315 -0.394 0.0558
H -3.977 -2.409 -0.091 0.4311
H -3.281 -4.747 -0.793 0.3922
C 2.555 -3.420 -1.155 -0.4199
H -2.811 4.280 0.706 0.3901
H 1.377 4.330 0.576 0.1951
H -3.060 1.470 -1.606 0.3588
C -1.328 5.734 -0.825 -1.1719
H 3.721 -6.570 0.925 0.2072
C -0.860 -1.853 -0.805 0.0160
C 3.191 -4.596 0.850 1.0870
C -2.091 1.599 -1.125 -0.9613
Cl -1.038 -0.363 2.299 -0.5106
H -1.869 6.305 -0.066 0.3118
C -2.592 -3.921 -0.787 -0.8167
N 3.700 -5.714 1.455 -0.5188
C -0.690 3.390 -0.403 0.3993
H 0.599 5.817 1.161 0.3429
H 3.595 -5.807 2.451 0.2073
C 0.778 5.189 0.286 -0.9995
O 0.255 2.592 -0.342 -0.5352
C 2.379 -2.324 0.981 -0.3608
H -2.018 0.898 -0.273 0.3496
C 2.871 -3.456 1.602 -0.9057
N -0.051 -0.804 -0.812 0.1008
H 3.009 -3.473 2.672 0.3135
H -3.552 2.687 0.619 0.3961
Cl -0.335 3.126 2.797 -0.1771
H 2.133 -1.433 1.567 0.3651
N -0.403 -3.072 -1.144 -0.3813
H -3.872 3.869 -0.662 0.2720
C -1.259 -4.069 -1.141 -0.0825
C -2.968 -2.635 -0.418 -0.1451
C -3.110 3.490 0.024 -1.1368
Cl 1.205 1.063 4.657 -0.2103
O 2.104 0.286 -0.584 -0.7450
H 2.425 -3.359 -2.223 0.4880
N -1.965 2.985 -0.711 0.1983
Pd 0.468 0.484 0.851 0.5295
H -2.043 5.285 -1.510 0.3756
H 1.322 5.766 -0.465 0.3656
```

***

[3]
Density functional theory data (wB97M-V/def2-TZVPD) for a molecular structure, C15H21ClN7OPdS.

Computed properties:
2S+1 ... 3
F_max ... 3.92 eV Å⁻¹
Frontier orbital gap (alpha / beta) ... 6.4 / 7.1 eV
LUMO (alpha / beta) ... 2.8 / 2.8 eV
Energy relative to the best compared isomer or geometry (same formula, charge and spin) ... 47.7 kJ/mol
Net charge ... -1

The geometry in XYZ format:
```
47
Properties=species:S:1:pos:R:3:mulliken_spin:R:1
H 3.278 -2.827 -1.463 -0.0004
H 0.805 -1.575 2.073 0.0011
H -5.980 0.007 -0.466 0.0008
C 2.010 -3.612 1.464 0.0014
H -6.035 2.666 -0.573 0.0001
H -0.577 -3.748 -0.521 0.0002
N 1.211 -1.231 0.101 0.0147
C -4.029 2.770 -0.636 0.0058
C 0.441 -1.897 1.112 -0.0139
H -1.893 4.205 -0.737 0.0009
C -5.119 0.641 -0.467 0.0035
N 1.312 -3.258 -1.213 0.0082
H 2.089 -3.192 2.487 -0.0001
C 0.978 -1.785 -1.163 0.0031
C 0.430 -3.926 -0.210 -0.0005
S 2.509 2.347 -0.839 0.1715
H 2.925 -4.502 -0.744 0.0000
H 1.766 5.828 -0.455 -0.0019
H -3.860 -1.095 -0.649 -0.0010
H 0.618 2.747 1.693 -0.0301
H 3.224 5.110 -0.281 0.0018
N -0.437 2.822 -0.776 0.0447
C 1.617 3.794 -0.732 -0.0201
Pd 0.518 1.031 -0.067 1.2419
H 0.623 -4.941 -0.250 -0.0001
H 2.688 -0.963 1.436 -0.0040
C -2.636 0.761 -0.483 0.0223
Cl 2.258 1.480 2.824 0.0290
H -0.074 1.590 2.659 0.0012
N 0.670 -3.348 1.098 0.0038
C -2.758 2.201 -0.648 -0.0307
C 2.699 -3.458 -0.731 -0.0012
C -3.856 0.038 -0.652 0.0079
H -0.068 -1.572 -1.483 -0.0026
H -0.573 -1.670 0.885 0.0044
H -4.200 3.841 -0.759 -0.0005
N 2.308 5.048 -0.744 0.0055
C 2.581 -1.469 0.505 0.0078
C 0.696 1.709 1.928 0.3677
C -5.181 2.095 -0.548 0.0003
H 3.205 -0.996 -0.248 -0.0007
N 2.934 -2.857 0.571 0.0036
H 1.583 -1.282 -1.906 0.0132
C -1.674 3.144 -0.745 0.0452
H 2.181 -4.668 1.409 -0.0003
N 0.341 3.968 -0.718 0.0174
O -1.548 0.029 -0.337 0.0788
```